No. 1
Formula: C3H9NS2
Source: the Open Molecules 2025 dataset
Level of theory: ωB97M-V with the def2-TZVPD basis set

The calculated total energy is -26417.14376 eV. The energy relative to the best compared isomer or geometry (same formula, charge and spin) comes out at 0.533 eV. The structure (SMILES) is NCCCSS. The frontier orbital gap comes out at 9.4 eV. The HOMO energy comes out at -8.8118 eV.

Last column: natural (NBO) charge in e.
Cartesian coordinates (Å):
N: -2.74254 -0.38956 -1.84787  -0.8442
C: -1.80878 0.37187 -1.02781  -0.2146
C: -0.36917 0.28197 -1.60401  -0.4172
C: 0.47921 -0.72240 -0.74744  -0.5521
S: 1.68308 -0.01448 0.37972  0.0997
S: 0.63709 0.45154 2.08079  -0.1469
H: -3.40950 -0.87508 -1.27371  0.3573
H: -2.34715 -1.10046 -2.45845  0.3549
H: -1.75403 0.04947 0.00840  0.1742
H: -2.14661 1.41605 -1.01202  0.1820
H: 0.13589 1.24658 -1.54304  0.2200
H: -0.39365 -0.09594 -2.62527  0.2032
H: 1.02898 -1.30049 -1.47890  0.2285
H: -0.14852 -1.36677 -0.13899  0.2225
H: 1.27055 -0.40824 2.89967  0.1327

---

No. 2
Formula: C7H20N5W
Source: the Open Molecules 2025 dataset
Level of theory: ωB97M-V with the def2-TZVPD basis set

The calculated total energy is -16847.61621 eV. The energy relative to the best compared isomer or geometry (same formula, charge and spin) comes out at 1.087 eV. Its total charge is +1. Its multiplicity is 3. The frontier orbital gap (spin up / spin down) comes out at 6.9 / 6.5 eV. The HOMO energy (spin up / spin down) comes out at -10.6767 / -10.1861 eV. As for the expectation value of S²: 2.0896.

Last column: natural (NBO) charge in e.
Cartesian coordinates (Å):
C: 1.14178 -1.38705 -0.98099  -0.8148
W: -0.21347 0.60536 0.40983  0.7512
N: -2.12062 -0.21222 0.85312  -1.0821
H: 0.56137 0.52674 1.99089  -0.2264
H: -2.21928 -0.31564 1.86704  0.4323
H: 0.60289 -0.94679 -1.82901  0.2257
H: 0.78056 -2.41464 -0.88637  0.2532
H: 1.03973 -0.85482 0.03536  0.1605
H: 2.19925 -1.36593 -1.26730  0.2560
H: -2.83596 0.43840 0.52183  0.4062
H: -2.30927 -1.12774 0.42785  0.4240
C: 2.30950 2.20421 0.19484  -0.0887
N: 0.90812 2.23588 -0.24879  -0.5339
C: 0.85765 2.58978 -1.66598  -0.0890
N: 1.49531 3.93061 -1.92294  -0.4359
C: 2.89215 3.86523 -1.44438  -0.0892
N: 2.98214 3.54981 -0.00441  -0.4375
C: 2.22150 4.54656 0.76088  -0.0923
N: 0.80930 4.64796 0.33159  -0.4244
C: 0.17973 3.25701 0.52269  -0.1401
C: 0.76624 4.93890 -1.12156  -0.0905
H: 2.86164 1.48853 -0.43028  0.2162
H: 2.40670 1.96937 1.25707  0.2422
H: -0.17150 2.67565 -2.02105  0.2155
H: 1.42856 1.86660 -2.25643  0.2192
H: 3.35061 4.85148 -1.60627  0.2171
H: 3.42059 3.09614 -2.01733  0.2050
H: 2.24248 4.27138 1.82689  0.2075
H: 2.69923 5.52299 0.62040  0.2190
H: -0.84598 3.36877 0.14210  0.2245
H: 0.21205 3.07970 1.60185  0.2470
H: 1.22689 5.91920 -1.30407  0.2213
H: -0.28585 4.94967 -1.44835  0.2014

---

No. 3
Formula: C4H30N2O10
Source: the Open Molecules 2025 dataset
Level of theory: ωB97M-V with the def2-TZVPD basis set

The calculated total energy is -28088.30989 eV. The energy relative to the best compared isomer or geometry (same formula, charge and spin) comes out at 3.612 eV. The structure (SMILES) is NCC[C@H](N)CO.O.O.O.O.O.O.O.O.O. The frontier orbital gap comes out at 9.6 eV. The HOMO energy comes out at -9.7335 eV.

Last column: natural (NBO) charge in e.
Cartesian coordinates (Å):
N: -0.89861 -1.37019 2.98110  -0.8566
C: -1.55465 -1.63743 1.64824  -0.2079
C: -0.77865 -1.04549 0.40838  -0.4374
C: -0.76421 0.48482 0.28435  -0.0889
N: -2.00060 1.31008 -0.09757  -0.8707
C: 0.32462 0.75113 -0.75640  -0.0994
O: 0.66452 2.18667 -0.74613  -0.7969
H: -1.64835 -1.49127 3.70943  0.3664
H: -0.66066 -0.35376 3.01408  0.3640
H: -2.64864 -1.28011 1.59820  0.1409
H: -1.46899 -2.81121 1.60390  0.1977
H: -1.12633 -1.44607 -0.53311  0.2140
H: 0.21887 -1.33246 0.65450  0.2187
H: -0.55323 0.96953 1.26545  0.1993
H: -2.51576 1.42033 0.73071  0.3599
H: -2.58768 0.94148 -0.90476  0.3721
H: 1.26143 0.15846 -0.63669  0.2306
H: -0.16926 0.75994 -1.74882  0.1941
H: -0.05110 2.76562 -0.34039  0.4977
O: 2.59646 2.73413 3.61564  -0.9471
H: 2.91501 1.82144 3.88214  0.4909
H: 2.76746 2.64622 2.68747  0.4972
O: 3.10916 2.36049 0.54821  -0.9800
H: 2.42838 2.23813 -0.13526  0.5042
H: 3.88630 2.30442 0.06280  0.4660
O: -2.05185 -1.16115 -3.11741  -0.9655
H: -2.85135 -1.17953 -2.52001  0.5049
H: -2.39224 -1.29313 -3.97610  0.4773
O: 0.20685 1.92842 3.76267  -0.9860
H: 0.08057 2.53375 3.02051  0.4523
H: 1.12880 2.15943 3.98387  0.4927
O: 1.97741 -1.22908 -1.98424  -1.0047
H: 1.26167 -1.54364 -2.71433  0.5205
H: 2.67955 -1.82776 -1.92161  0.4806
O: 2.00823 0.38671 2.64566  -0.9665
H: 1.24940 -0.14832 2.68318  0.4785
H: 2.25422 0.48211 1.67587  0.4861
O: 2.39352 0.12596 -4.31295  -0.9436
H: 2.47880 1.04054 -4.23052  0.4623
H: 2.30464 -0.21626 -3.51518  0.4674
O: -0.00334 -2.91399 -3.21235  -0.9698
H: -0.14503 -2.98598 -4.17707  0.4748
H: -0.71330 -2.34128 -2.88778  0.5003
O: -4.12555 -1.40551 -0.90697  -0.9699
H: -4.21265 -2.28534 -1.12721  0.4795
H: -4.27384 -1.21086 0.03652  0.5000

---

No. 4
Formula: C8H10ClNO4S
Source: the Open Molecules 2025 dataset
Level of theory: ωB97M-V with the def2-TZVPD basis set

The calculated total energy is -41490.29818 eV. The energy relative to the best compared isomer or geometry (same formula, charge and spin) comes out at 2.772 eV. The structure (SMILES) is CCOC(=O)C1=C(O)[S@@](=O)(=C(C)Cl)N=C1. The frontier orbital gap comes out at 7.2 eV. The HOMO energy comes out at -7.8623 eV.

Last column: natural (NBO) charge in e.
Cartesian coordinates (Å):
C: -1.51422 0.47080 4.30649  -0.6523
C: -0.13229 0.03583 3.90956  -0.0525
O: 0.12016 0.30300 2.44390  -0.5142
C: 0.26114 -0.66455 1.52460  0.8065
O: 0.17912 -1.85908 1.72633  -0.6501
C: 0.59026 -0.16363 0.19482  -0.4132
C: 0.62003 -1.05337 -0.81834  0.3738
O: 0.50724 -2.31146 -0.80339  -0.6175
S: 0.94589 -0.00912 -2.43055  1.7531
O: 2.18699 -0.54614 -2.95484  -0.8804
C: -0.52765 0.51385 -3.39480  -0.4385
C: -0.08967 0.74624 -4.84935  -0.6809
Cl: -1.56677 -0.98194 -3.34655  -0.1066
N: 1.20091 1.38924 -1.48634  -0.6144
C: 0.97920 1.16873 -0.21944  0.1547
H: -1.67820 1.57025 4.22649  0.2256
H: -2.45919 0.13100 3.68954  0.2283
H: -1.73755 0.01883 5.26676  0.2304
H: 0.09638 -0.94909 4.06017  0.2007
H: 0.55140 0.61673 4.40667  0.1917
H: 0.32186 -2.78699 0.07847  0.5565
H: -0.89371 1.03068 -5.36581  0.2272
H: 0.72417 1.44124 -5.14995  0.2350
H: 0.12340 -0.19797 -5.31498  0.2031
H: 1.19109 2.08691 0.30054  0.2338

---

No. 5
Formula: C29H66N7O10P2
Source: the Open Molecules 2025 dataset
Level of theory: ωB97M-V with the def2-TZVPD basis set

The calculated total energy is -80602.53550 eV. Its total charge is +1. The frontier orbital gap comes out at 6.0 eV. The HOMO energy comes out at -10.8724 eV.

Last column: Löwdin charge in e.
Cartesian coordinates (Å):
C: -0.30111 2.14421 -6.09173  -0.1558
C: -0.03686 1.05753 -4.88531  -0.2720
C: -1.38352 0.29996 -4.33716  -0.2363
C: -2.57676 1.29690 -3.81272  -0.2093
C: -2.68213 1.44796 -2.18058  -0.2159
C: -4.05994 0.76894 -1.54737  -0.1880
C: -3.68501 -0.12601 -0.18524  -0.2106
C: -3.49720 0.93224 1.04813  -0.1667
C: -3.56696 0.28849 2.55134  -0.1215
N: -2.23918 -0.10333 3.15672  0.0198
C: -1.11158 0.87692 3.52687  -0.1007
C: -1.49754 2.45319 3.30915  -0.0925
C: -0.50334 3.31691 4.33427  -0.2974
N: 0.94032 3.65517 4.00094  0.0711
O: -0.99509 3.69712 5.53966  -0.0350
C: -1.94658 -1.43817 3.46846  -0.0819
N: -2.88476 -2.60186 3.26987  0.0161
C: -3.06674 -3.00420 1.83029  -0.2589
N: -1.82993 -2.98080 0.97103  0.0203
N: -0.58695 -1.78582 4.11226  -0.1328
C: -0.78945 -2.28523 5.54045  -0.1705
N: 0.42022 -1.97461 6.41214  -0.1183
C: 1.46853 -3.06652 6.34632  -0.1455
O: 0.02058 -2.78760 3.45537  -0.0895
C: 1.09601 -2.17594 2.64502  -0.1005
N: 2.21030 -1.65579 2.18730  0.1562
H: -1.38350 2.11125 -6.53625  0.0690
H: 0.52121 2.04135 -6.94887  0.0914
H: -0.13782 3.22775 -5.63946  0.0806
H: 0.68200 0.22696 -5.34554  0.1087
H: 0.58319 1.53056 -3.98422  0.1118
H: -1.05018 -0.49333 -3.52370  0.1085
H: -1.81087 -0.32904 -5.25528  0.1185
H: -3.59715 0.83949 -4.22374  0.1144
H: -2.40889 2.38558 -4.27172  0.1182
H: -1.71999 0.98193 -1.70370  0.0989
H: -2.68320 2.60223 -1.89928  0.1142
H: -4.89233 1.56741 -1.34197  0.1181
H: -4.41868 -0.03480 -2.34194  0.1161
H: -2.64063 -0.62096 -0.38373  0.0991
H: -4.57186 -0.88232 -0.06093  0.1122
H: -4.38917 1.72036 0.96467  0.1408
H: -2.51442 1.55524 0.84678  0.1129
H: -4.02076 1.13661 3.25863  0.1488
H: -4.37586 -0.56092 2.52691  0.1335
H: -0.79331 0.77809 4.67370  0.1603
H: -0.16380 0.56296 2.89782  0.1479
H: -1.19004 2.76338 2.20530  0.1237
H: -2.59343 2.74688 3.59508  0.1285
H: 1.60694 2.93895 4.37094  0.1015
H: 1.07722 3.82051 2.97190  0.0908
H: -3.82352 -2.40620 3.72893  0.1459
H: -3.98622 -2.39804 1.39466  0.1055
H: -3.43689 -4.13965 1.84789  0.1537
H: -1.09809 -3.66040 1.26797  0.0853
H: -1.45760 -2.02531 0.79044  0.0571
H: -1.69662 -1.68855 6.02901  0.1603
H: -1.08305 -3.42816 5.56900  0.1531
H: 0.14284 -1.80865 7.40841  0.1143
H: 1.83417 -3.44748 7.40813  0.1136
H: 2.38519 -2.64289 5.71132  0.1010
H: 1.04384 -3.97061 5.73043  0.0782
O: 5.29027 -5.48388 6.59706  -0.2116
P: 4.64619 -6.88617 6.47068  0.7765
O: 6.09867 -7.65892 6.28889  -0.2481
C: 6.90563 -7.82578 7.44094  -0.2985
C: 6.38977 -8.96191 8.30071  -0.0803
O: 4.28424 -6.66244 4.86259  -0.2655
C: 3.72162 -5.42742 4.44096  -0.3088
C: 4.76503 -4.63705 3.67295  -0.0674
O: 3.92652 -8.45303 6.32947  -0.2681
C: 3.78234 -9.18365 5.11908  -0.2921
C: 5.08954 -9.67342 4.52491  -0.0729
H: 6.95313 -6.89365 8.01323  0.1067
H: 7.91911 -8.05586 7.09892  0.1239
H: 5.39847 -8.72760 8.70086  0.0701
H: 7.06529 -9.14935 9.14058  0.0810
H: 6.29136 -9.88099 7.71447  0.0761
H: 3.33139 -4.85716 5.29060  0.0692
H: 2.87247 -5.65367 3.78623  0.1145
H: 5.68165 -4.50151 4.25663  0.0784
H: 4.38120 -3.65176 3.39242  0.0599
H: 5.05175 -5.17304 2.76121  0.0822
H: 3.18873 -8.62532 4.38842  0.1095
H: 3.18104 -10.06384 5.37292  0.1202
H: 5.67834 -8.84650 4.11851  0.0727
H: 4.89716 -10.37406 3.70776  0.0832
H: 5.70006 -10.17757 5.28009  0.0745
O: -0.03200 6.12470 -7.58966  -0.2210
P: -0.50286 7.38065 -8.36304  0.7815
O: -1.37746 7.97355 -7.08889  -0.2521
C: -0.66371 8.55914 -6.01471  -0.3042
C: -0.20396 9.95814 -6.37182  -0.0812
O: -1.72134 6.54853 -9.13108  -0.2682
C: -1.45043 5.26522 -9.67819  -0.2961
C: -2.11487 4.20386 -8.82070  -0.0803
O: -1.02899 8.78399 -9.22717  -0.2663
C: -2.33177 8.97861 -9.76056  -0.2894
C: -3.41627 9.15272 -8.71402  -0.0756
H: 0.18591 7.92948 -5.73133  0.1044
H: -1.34248 8.60390 -5.15780  0.1199
H: 0.52105 9.93190 -7.19120  0.0718
H: 0.26590 10.44278 -5.51089  0.0789
H: -1.04618 10.57184 -6.70665  0.0760
H: -0.37311 5.09083 -9.76946  0.1054
H: -1.86902 5.23883 -10.69061  0.1185
H: -1.81303 4.28327 -7.77102  0.0569
H: -1.86840 3.20024 -9.17960  0.0775
H: -3.20369 4.32532 -8.84261  0.0793
H: -2.58541 8.19453 -10.48087  0.1125
H: -2.27910 9.90505 -10.34336  0.1208
H: -3.61971 8.21502 -8.18964  0.0710
H: -4.34912 9.47726 -9.18317  0.0822
H: -3.12495 9.89631 -7.96608  0.0724

---

No. 6
Formula: C4H8N4
Source: the Open Molecules 2025 dataset
Level of theory: ωB97M-V with the def2-TZVPD basis set

The calculated total energy is -10233.41316 eV. The energy relative to the best compared isomer or geometry (same formula, charge and spin) comes out at 4.829 eV. The frontier orbital gap comes out at 8.2 eV. The HOMO energy comes out at -8.0393 eV.

Last column: natural (NBO) charge in e.
Cartesian coordinates (Å):
C: 0.25725 -0.71273 -0.82315  -0.3481
C: -0.96653 0.35534 -0.83773  0.2717
C: -1.32025 0.78435 -2.22567  -0.6737
C: 1.35908 -0.24756 2.47208  -0.4076
N: -1.26245 0.84846 0.30221  -0.2633
N: -0.62468 0.42450 1.37933  -0.2011
N: 1.14908 -0.76014 0.34010  -0.2720
N: 0.51316 -0.27195 1.34026  0.1099
H: -0.34420 -1.77488 -0.98264  0.1797
H: 0.92323 -0.54231 -1.78359  0.2096
H: -0.86981 1.72805 -2.48581  0.2456
H: -2.43061 0.90675 -2.14263  0.2437
H: -1.04599 -0.12229 -2.87902  0.2266
H: 2.16034 0.42449 2.29421  0.2247
H: 0.72612 0.14223 3.28368  0.2300
H: 1.77624 -1.18230 2.74836  0.2242

---

No. 7
Formula: C2H8N2O2
Source: the Open Molecules 2025 dataset
Level of theory: ωB97M-V with the def2-TZVPD basis set

The calculated total energy is -9279.30581 eV. The energy relative to the best compared isomer or geometry (same formula, charge and spin) comes out at 0.605 eV. The structure (SMILES) is NCNC=O.O. The frontier orbital gap comes out at 10.7 eV. The HOMO energy comes out at -9.9251 eV.

Last column: natural (NBO) charge in e.
Cartesian coordinates (Å):
N: 0.52076 1.37809 0.19943  -0.8649
C: 0.76078 0.22995 -0.68577  -0.0662
N: 0.00753 -0.91343 -0.25668  -0.6317
C: 0.60506 -1.93783 0.41226  0.5225
O: 1.80982 -2.05745 0.56040  -0.6218
H: 1.02813 2.17451 -0.16902  0.3679
H: 0.86592 1.22750 1.14284  0.3730
H: 1.79257 -0.11916 -0.65494  0.2131
H: 0.46775 0.53287 -1.68991  0.1849
H: -0.99481 -0.92407 -0.18220  0.4167
H: -0.06832 -2.69000 0.84831  0.1233
O: -2.40526 0.85471 0.47434  -0.9740
H: -1.51546 1.23338 0.34818  0.4931
H: -2.87447 1.01091 -0.34723  0.4640